<w>
Computed, not measured: a structure of composition C18H29F4N7O2STl, with ωB97M-V/def2-TZVPD.

Positions of all 62 atoms, in Å:
Tl: 0.777 0.015 0.311
C: -0.258 -2.754 2.281
C: -0.674 -3.361 0.942
N: -0.394 -2.494 -0.207
C: 0.507 -3.071 -1.202
C: 1.888 -3.394 -0.656
C: -1.544 -1.854 -0.843
C: -2.526 -1.195 0.121
N: -1.887 -0.192 0.916
C: -2.452 0.293 2.016
C: -1.666 1.109 2.886
F: -0.378 1.281 2.597
C: -2.174 1.673 4.029
F: -1.379 2.399 4.809
C: -3.510 1.522 4.371
C: -4.320 0.767 3.537
F: -5.609 0.633 3.828
C: -3.817 0.143 2.418
F: -4.659 -0.555 1.662
H: -0.407 -3.484 3.077
H: 0.797 -2.477 2.258
H: -0.848 -1.869 2.515
H: -0.140 -4.301 0.807
H: -1.740 -3.600 0.974
H: 0.054 -3.976 -1.636
H: 0.610 -2.345 -2.007
H: 1.865 -4.182 0.096
H: 2.523 -3.730 -1.476
H: 2.331 -2.500 -0.220
H: -1.159 -1.093 -1.527
H: -2.118 -2.584 -1.431
H: -3.300 -0.731 -0.502
H: -3.027 -1.953 0.727
H: -3.907 1.977 5.266
N: 3.672 -0.303 -0.761
N: 3.874 -0.150 -2.128
C: 2.882 0.096 -2.993
N: 3.259 0.381 -4.249
S: 1.233 0.083 -2.635
H: 3.699 0.610 -0.300
H: 4.370 -0.930 -0.385
H: 4.820 -0.010 -2.455
H: 4.222 0.369 -4.541
H: 2.549 0.499 -4.949
C: -1.513 4.725 1.243
N: -0.968 4.313 -0.042
C: -0.336 5.338 -0.866
C: -0.727 3.055 -0.266
N: -0.604 1.927 -0.525
H: -0.719 5.092 1.897
H: -2.006 3.879 1.718
H: -2.244 5.517 1.084
H: 0.536 5.743 -0.353
H: -1.056 6.135 -1.053
H: -0.027 4.903 -1.812
C: 3.621 3.739 -0.545
C: 2.518 3.045 0.298
O: 1.699 3.747 0.881
O: 2.592 1.771 0.254
H: 3.615 4.805 -0.341
H: 3.379 3.562 -1.594
H: 4.594 3.307 -0.319

Summary:
Charge: +1
E_LUMO (spin up / spin down) (eV): -4.8 / -5.4
2S+1: 1
Frontier orbital gap (spin up / spin down) (eV): 6.1 / 5.9

---

<x>
Computed, not measured: a structure of composition C18H29F4N7O2STl, with ωB97M-V/def2-TZVPD.

Positions of all 62 atoms, in Å:
Tl: 0.410 -0.315 -0.079
C: -0.793 -2.132 -3.415
C: -1.704 -1.418 -2.433
N: -1.401 -1.697 -1.010
C: -1.159 -3.128 -0.718
C: -2.335 -4.057 -0.984
C: -2.478 -1.132 -0.176
C: -2.179 -1.212 1.317
N: -0.787 -0.882 1.626
C: -0.577 -0.127 2.785
C: 0.276 -0.578 3.793
F: 0.817 -1.812 3.721
C: 0.606 0.205 4.884
F: 1.479 -0.281 5.780
C: 0.060 1.457 5.059
C: -0.823 1.908 4.098
F: -1.371 3.121 4.215
C: -1.132 1.141 2.992
F: -1.949 1.654 2.063
H: -0.924 -1.694 -4.404
H: 0.254 -2.032 -3.136
H: -1.024 -3.195 -3.493
H: -1.620 -0.338 -2.563
H: -2.748 -1.686 -2.637
H: -0.294 -3.436 -1.306
H: -0.866 -3.192 0.332
H: -2.665 -4.015 -2.022
H: -2.035 -5.084 -0.776
H: -3.189 -3.834 -0.345
H: -2.590 -0.087 -0.469
H: -3.430 -1.633 -0.379
H: -2.880 -0.534 1.807
H: -2.398 -2.219 1.691
H: 0.305 2.061 5.921
N: 2.271 -1.572 1.388
N: 3.055 -0.750 2.190
C: 2.988 0.589 2.149
N: 3.760 1.230 3.033
S: 2.043 1.505 1.083
H: 1.750 -2.216 1.973
H: 2.839 -2.046 0.694
H: 3.664 -1.188 2.867
H: 4.310 0.749 3.725
H: 3.735 2.235 3.054
C: -1.068 5.087 -1.342
N: -0.611 3.820 -1.907
C: -0.098 3.792 -3.278
C: -0.719 2.711 -1.234
N: -0.809 1.720 -0.639
H: -0.247 5.803 -1.336
H: -1.410 4.927 -0.323
H: -1.890 5.485 -1.938
H: 0.742 4.481 -3.362
H: -0.882 4.093 -3.974
H: 0.239 2.785 -3.512
C: 2.955 -0.509 -3.483
C: 1.916 -0.286 -2.423
O: 1.034 0.570 -2.518
O: 1.972 -1.064 -1.388
H: 2.973 0.328 -4.175
H: 2.699 -1.417 -4.031
H: 3.934 -0.659 -3.035

Summary:
Charge: +1
E_LUMO (eV): -2.7
2S+1: 1
Frontier orbital gap (eV): 8.2

---

It is <x> that is the most stable of them.